1.
10
Properties=species:S:1:pos:R:3 method="wB97M-V/def2-TZVPD" smiles=OC(O)(F)C(F)F homo_lumo_gap_ha=0.444 total_charge=0 e_lumo_ha=0.025
O 1.347 -0.353 0.745
C 0.487 0.217 -0.136
O 0.703 -0.160 -1.397
F 0.610 1.586 0.076
C -1.016 -0.187 0.452
F -1.187 -1.500 0.339
F -2.022 0.283 -0.380
H 2.171 0.152 0.963
H 0.101 -0.151 -2.123
H -1.195 0.113 1.459

2.
9
Properties=species:S:1:pos:R:3 method="wB97M-V/def2-TZVPD" homo_lumo_gap_ha="0.320 / 0.288" total_charge=0 e_lumo_ha="-0.021 / -0.053"
C -1.322 -1.014 -1.186
C -0.612 -1.251 -0.148
F 1.780 2.173 -0.247
F 0.362 2.093 1.862
F 2.536 0.762 1.568
Si 1.192 1.198 0.830
H -2.181 -1.572 -1.375
H -1.284 -0.390 -2.016
H -0.471 -2.000 0.713

3.
10
Properties=species:S:1:pos:R:3 method="wB97M-V/def2-TZVPD" homo_lumo_gap_ha="0.278 / 0.278" total_charge=0 e_lumo_ha="-0.016 / -0.016"
C 2.151 0.030 0.163
C -0.525 -0.354 0.134
N 1.699 1.168 0.559
N 0.577 1.728 0.493
N -0.447 0.962 0.068
F 0.008 -1.000 1.163
I 4.290 -0.104 0.029
H 1.828 -1.008 -0.212
H -1.177 -0.883 -0.481
H -1.044 1.533 -0.520